# C5H8O

A molecular structure, C5H8O (wB97M-V/def2-TZVPD, the Open Molecules 2025 dataset).

The energy relative to the best compared isomer or geometry (same formula, charge and spin) is 39.5 kcal per mole.

The geometry in ORCA input format:
```
! wB97M-V def2-TZVPD RIJCOSX def2/J DEFGRID3
* xyz 0 1
C 0.2247 0.7842 -1.0525
C 0.3884 -0.7250 -0.7878
C 0.6147 -0.8594 0.7285
C -0.3251 0.2898 1.1470
C -1.0237 0.4724 -0.2197
O -1.0620 -0.8423 -0.8458
H 0.9411 1.4716 -0.5895
H 0.0142 1.0078 -2.0979
H 0.9572 -1.3791 -1.4536
H 0.2567 -1.8385 1.0650
H 1.6470 -0.7202 1.0571
H -0.9455 0.1206 2.0290
H 0.2795 1.1938 1.2743
H -1.9673 1.0243 -0.2541
*
```


# C5H8O

A single C5H8O molecule in a non-equilibrium geometry (wB97M-V/def2-TZVPD, the Open Molecules 2025 dataset).

The energy relative to the best compared isomer or geometry (same formula, charge and spin) is 99.3 kcal per mole.

The geometry in ORCA input format:
```
! wB97M-V def2-TZVPD RIJCOSX def2/J DEFGRID3
* xyz 0 1
C -1.7722 1.3339 -1.7909
C -1.1402 0.6006 -0.7657
C -0.2568 -0.0992 -0.2711
C 0.4993 0.0824 0.9834
C 1.2884 -1.1326 1.4257
O 2.0889 -1.6213 0.3752
H -1.8163 0.1682 -2.0354
H -2.8251 1.5739 -1.8401
H -1.1399 2.1336 -2.2424
H 1.1872 0.9067 0.7629
H -0.1907 0.4285 1.7634
H 1.9572 -0.8404 2.2411
H 0.6017 -1.9076 1.8033
H 1.5185 -1.6266 -0.4094
*
```


# C5H8O

A single C5H8O molecule (wB97M-V/def2-TZVPD, the Open Molecules 2025 dataset).

The energy relative to the best compared isomer or geometry (same formula, charge and spin) is 37.0 kcal per mole.

The geometry in ORCA input format:
```
! wB97M-V def2-TZVPD RIJCOSX def2/J DEFGRID3
* xyz 0 1
O 2.6992 -0.4799 0.5451
C 1.7327 0.4706 0.3848
C 0.4578 0.2382 0.0973
C -0.3222 -1.0259 -0.2269
C -1.5957 -0.1456 -0.3499
C -0.7637 1.1278 -0.0405
H 2.2639 -1.3421 0.6026
H 2.1341 1.4722 0.5173
H -0.0220 -1.5096 -1.1650
H -0.3676 -1.7922 0.5577
H -2.0578 -0.1550 -1.3402
H -2.3620 -0.3655 0.3977
H -0.7292 1.8589 -0.8552
H -1.0676 1.6480 0.8750
*
```


# C5H8O

A single C5H8O molecule (wB97M-V/def2-TZVPD, the Open Molecules 2025 dataset).

The energy relative to the best compared isomer or geometry (same formula, charge and spin) is 127.5 kcal per mole.

The geometry in ORCA input format:
```
! wB97M-V def2-TZVPD RIJCOSX def2/J DEFGRID3
* xyz 0 1
C -1.8762 0.0867 -0.4631
C -0.6871 -0.5360 0.2531
O -0.1147 -1.4740 -0.6290
C 0.3263 0.4877 0.7154
C 1.6616 0.4217 0.3678
C 2.9588 0.5039 0.4617
H -1.5401 0.5610 -1.3911
H -2.6125 -0.6826 -0.7113
H -2.3563 0.8442 0.1645
H -1.0508 -1.0377 1.1690
H 0.6783 -1.8368 -0.2071
H 1.1179 0.4087 -0.6755
H -0.0537 1.3294 1.2996
H 3.5485 0.9239 -0.3541
*
```


# C5H8O

A single C5H8O molecule in a non-equilibrium geometry (wB97M-V/def2-TZVPD, the Open Molecules 2025 dataset).

The energy relative to the best compared isomer or geometry (same formula, charge and spin) is 49.4 kcal per mole.

The geometry in ORCA input format:
```
! wB97M-V def2-TZVPD RIJCOSX def2/J DEFGRID3
* xyz 0 1
C -0.5066 -1.3978 -0.1415
C -0.5151 -0.0666 -0.2986
C -0.2292 0.6244 -1.6085
C -0.3053 0.6579 1.0069
C 1.0649 0.0413 1.3799
O 1.3212 -1.1302 1.2429
H -0.8522 -1.8599 0.7788
H -0.0728 -2.0812 -0.8643
H 0.4144 1.5088 -1.5154
H -1.1619 0.9665 -2.0779
H 0.2466 -0.0668 -2.3127
H -0.2485 1.7541 0.9707
H -1.0392 0.3965 1.7878
H 1.8721 0.6977 1.7147
*
```


# C5H8O

A single C5H8O molecule (wB97M-V/def2-TZVPD, the Open Molecules 2025 dataset).

The energy relative to the best compared isomer or geometry (same formula, charge and spin) is 108.5 kcal per mole.

The geometry in ORCA input format:
```
! wB97M-V def2-TZVPD RIJCOSX def2/J DEFGRID3
* xyz 0 1
C 1.8860 0.0454 -0.5578
C 0.2559 0.1474 0.9651
C -0.7544 0.9262 0.3647
C -1.5648 -0.4361 -0.4082
O -0.6393 -1.1301 -1.0163
C 0.9383 -0.7340 0.0593
H 1.7006 1.0911 -0.7729
H 2.8552 -0.3514 -0.8525
H 0.3358 0.0064 2.0398
H -0.4697 1.4217 -0.5663
H -1.3660 1.5591 1.0087
H -2.2672 0.1099 -1.0601
H -2.1215 -0.9218 0.4157
H 1.2112 -1.7339 0.3809
*
```


# C5H8O

A single C5H8O molecule (wB97M-V/def2-TZVPD, the Open Molecules 2025 dataset).

The energy relative to the best compared isomer or geometry (same formula, charge and spin) is 58.1 kcal per mole.

The geometry in ORCA input format:
```
! wB97M-V def2-TZVPD RIJCOSX def2/J DEFGRID3
* xyz 0 1
C -0.9949 -0.4335 -2.1354
C -0.3324 -0.0961 -1.1877
C 0.5166 0.2926 -0.0413
C 1.8523 -0.4391 -0.1047
O -0.0584 -0.0304 1.2068
C -1.3884 0.4015 1.3756
H -1.5765 -0.7399 -2.9770
H 0.6817 1.3826 -0.0992
H 2.4252 -0.1287 -0.9830
H 2.4269 -0.2296 0.8024
H 1.6696 -1.5149 -0.1689
H -1.5215 1.4535 1.0810
H -1.6161 0.2981 2.4389
H -2.0839 -0.2161 0.7926
*
```


# C5H8O

A single C5H8O molecule in a non-equilibrium geometry (wB97M-V/def2-TZVPD, the Open Molecules 2025 dataset).

The energy relative to the best compared isomer or geometry (same formula, charge and spin) is 95.8 kcal per mole.

The geometry in ORCA input format:
```
! wB97M-V def2-TZVPD RIJCOSX def2/J DEFGRID3
* xyz 0 1
C -1.7129 0.3416 -0.6955
C -0.8795 0.0195 0.5155
C 0.5237 0.4823 0.0220
C 0.1176 1.8998 -0.0538
O -0.4780 2.2686 1.0547
C -1.0747 1.0754 1.6396
H -1.2870 -0.0190 -1.6471
H -2.5396 1.0550 -0.5544
H -0.9357 -1.0012 0.9147
H 0.8083 0.0731 -0.9586
H 1.3598 0.3269 0.7253
H 0.5108 2.7071 -0.6748
H -2.1197 1.3120 1.8722
H -0.5132 0.8516 2.5564
*
```


# C5H8O

A single C5H8O molecule in a non-equilibrium geometry (wB97M-V/def2-TZVPD, the Open Molecules 2025 dataset).

The energy relative to the best compared isomer or geometry (same formula, charge and spin) is 118.1 kcal per mole.

The geometry in ORCA input format:
```
! wB97M-V def2-TZVPD RIJCOSX def2/J DEFGRID3
* xyz 0 1
C 0.4398 -1.0003 2.1641
C 1.0728 -0.7725 0.8418
C 0.4361 -0.3414 -0.2896
C -0.6428 -0.4768 -1.1370
C -1.0973 0.6746 -1.9548
O -0.5472 1.9782 -1.7348
H 0.6934 -1.9929 2.5449
H 0.8176 -0.2712 2.8994
H -0.6388 -0.8791 2.0630
H 1.1423 0.4873 -0.4882
H 2.1673 -0.7534 0.8145
H -2.2011 0.7176 -1.8962
H -0.8773 0.4413 -3.0061
H -0.7650 2.1885 -0.8209
*
```


# C5H8O

A single C5H8O molecule in a non-equilibrium geometry (wB97M-V/def2-TZVPD, the Open Molecules 2025 dataset).

The energy relative to the best compared isomer or geometry (same formula, charge and spin) is 48.8 kcal per mole.

The geometry in ORCA input format:
```
! wB97M-V def2-TZVPD RIJCOSX def2/J DEFGRID3
* xyz 0 1
C -1.8158 0.4107 -0.4766
C -0.4129 0.1171 -0.0779
C 0.6530 0.8075 -0.4788
C 1.8621 0.2859 0.2384
O 1.4661 -1.0180 0.6767
C 0.0481 -1.0749 0.6915
H -2.3114 -0.4224 -0.9830
H -1.8659 1.3110 -1.1014
H -2.3719 0.6296 0.4431
H 0.5040 0.9161 -1.5374
H 2.1152 0.8912 1.1277
H 2.7622 0.2313 -0.3804
H -0.3558 -1.1052 1.7065
H -0.2770 -1.9800 0.1517
*
```


# C5H8O2

A single C5H8O2 molecule (wB97M-V/def2-TZVPD, the Open Molecules 2025 dataset).

The energy relative to the best compared isomer or geometry (same formula, charge and spin) is 71.0 kcal per mole.

The geometry in ORCA input format:
```
! wB97M-V def2-TZVPD RIJCOSX def2/J DEFGRID3
* xyz 0 1
C 2.1260 -0.3094 0.3572
C 0.8497 0.4824 0.6261
O 0.4967 1.0319 -0.6472
C -0.4419 0.2030 -0.0187
C -1.8167 0.8510 -0.0364
O -2.3582 -0.3024 -0.7039
C -1.1212 -1.0279 -0.5925
H 2.8725 -0.1908 1.1416
H 1.9497 -1.3689 0.1516
H 2.5475 0.1197 -0.5651
H 0.7851 1.1611 1.4880
H -2.3384 1.1141 0.8874
H -1.7597 1.7242 -0.7013
H -0.7337 -1.4083 -1.5415
H -1.2293 -1.8521 0.1285
*
```


# C5H8O2

A single C5H8O2 molecule (wB97M-V/def2-TZVPD, the Open Molecules 2025 dataset).

The energy relative to the best compared isomer or geometry (same formula, charge and spin) is 54.0 kcal per mole.

The geometry in ORCA input format:
```
! wB97M-V def2-TZVPD RIJCOSX def2/J DEFGRID3
* xyz 0 1
O -2.0564 1.3022 -0.0273
C -1.2199 0.1757 -0.0814
C -0.1450 0.1707 -1.1749
C 0.7687 -0.5400 -0.1574
O 1.3245 -1.7927 -0.3428
C 1.2263 0.4725 0.8242
C -0.1595 -0.1460 0.9758
H -2.8195 1.0677 0.5165
H -1.8252 -0.7386 -0.2023
H -0.3865 -0.3569 -2.0968
H 0.1958 1.1864 -1.4043
H 2.1602 -1.6797 -0.8118
H 1.9279 0.0956 1.5683
H 1.4212 1.4970 0.5117
H -0.3812 -0.6669 1.9011
*
```


# C5H8O2

A single C5H8O2 molecule in a non-equilibrium geometry (wB97M-V/def2-TZVPD, the Open Molecules 2025 dataset).

The energy relative to the best compared isomer or geometry (same formula, charge and spin) is 159.6 kcal per mole.

The geometry in ORCA input format:
```
! wB97M-V def2-TZVPD RIJCOSX def2/J DEFGRID3
* xyz 0 1
C 1.4095 -0.5794 0.0370
O 1.2857 0.6360 -0.3835
C 0.2642 1.5932 0.3187
C -0.7287 0.5996 -0.1592
C -2.0317 -0.0725 -0.1784
C -0.6700 -0.6197 0.3475
O 0.2430 -1.5808 -0.0014
H 1.8270 -0.7523 1.0535
H 2.2606 -1.0310 -0.5488
H 0.2490 1.8673 1.3380
H 0.2807 2.4184 -0.3058
H -0.2847 0.2336 -1.2666
H -2.7031 0.1172 0.5808
H -2.3964 -0.2304 -1.3320
H -0.9217 -0.5912 1.3669
*
```


# C5H8O2

A single C5H8O2 molecule (wB97M-V/def2-TZVPD, the Open Molecules 2025 dataset).

The energy relative to the best compared isomer or geometry (same formula, charge and spin) is 72.8 kcal per mole.

The geometry in ORCA input format:
```
! wB97M-V def2-TZVPD RIJCOSX def2/J DEFGRID3
* xyz 0 1
C -2.0556 -0.5961 0.4397
C -0.6655 -0.9603 0.0793
O -0.0125 1.1877 -1.2024
C 0.3624 -0.3005 0.9318
C 1.6062 0.0402 0.1035
C 1.2408 0.6683 -1.2214
O 1.9459 0.7302 -2.1963
H -2.2077 0.2011 1.1866
H -2.5913 -0.3457 -0.4862
H -2.5414 -1.5209 0.7860
H -0.1820 1.5176 -2.0999
H 0.0185 0.5736 1.5115
H 0.6221 -1.0886 1.6611
H 2.2612 0.7403 0.6363
H 2.1989 -0.8470 -0.1296
*
```


# C5H8O2

A single C5H8O2 molecule in a non-equilibrium geometry (wB97M-V/def2-TZVPD, the Open Molecules 2025 dataset).

The energy relative to the best compared isomer or geometry (same formula, charge and spin) is 95.1 kcal per mole.

The geometry in ORCA input format:
```
! wB97M-V def2-TZVPD RIJCOSX def2/J DEFGRID3
* xyz 0 1
C -2.0382 0.8718 -2.5373
C -1.2497 0.0889 -2.0710
C -0.0027 0.3653 -1.3894
O -0.2505 0.1033 -0.0398
C 0.9478 0.0142 0.6980
C 0.5754 -0.4717 2.0789
O -0.0485 -1.7281 2.0226
H -2.7906 1.4705 -2.9193
H 0.6123 -0.3935 -1.8806
H 0.4994 1.3394 -1.5293
H 1.6306 -0.7037 0.2146
H 1.4504 0.9946 0.7426
H 1.4709 -0.5924 2.6951
H -0.0692 0.2763 2.5686
H -0.7374 -1.6350 1.3463
*
```


# C5H8O2

2 unconnected molecules or ions with the total composition C5H8O2 (wB97M-V/def2-TZVPD, the Open Molecules 2025 dataset).

The energy relative to the best compared isomer or geometry (same formula, charge and spin) is 96.3 kcal per mole.

The geometry in ORCA input format:
```
! wB97M-V def2-TZVPD RIJCOSX def2/J DEFGRID3
* xyz 0 1
O -3.1524 0.9438 -1.1550
C -1.9083 1.3547 -1.2051
C -0.1739 -0.5216 0.5618
C 0.9324 -0.6770 -0.5141
C 2.0110 -0.2036 0.4956
C 0.9206 -0.1746 1.5700
O 0.9232 0.0329 2.7525
H -3.6319 1.5105 -0.5291
H -0.8314 0.3433 0.4013
H -1.4561 0.6396 -1.9351
H -0.7820 -1.3997 0.7996
H 1.0724 -1.7070 -0.8516
H 0.8139 -0.0326 -1.3889
H 2.4306 0.7875 0.2937
H 2.8320 -0.8963 0.7044
*
```


# C5H8O2

2 unconnected molecules or ions with the total composition C5H8O2 (wB97M-V/def2-TZVPD, the Open Molecules 2025 dataset).

The energy relative to the best compared isomer or geometry (same formula, charge and spin) is 129.8 kcal per mole.

The geometry in ORCA input format:
```
! wB97M-V def2-TZVPD RIJCOSX def2/J DEFGRID3
* xyz 0 1
C 2.3503 -0.7839 0.6271
C -0.4756 0.9249 0.6332
C -0.4639 1.4647 -0.6548
O -1.1269 0.6950 -1.6679
C -1.8678 0.7357 -0.4650
C -1.3190 -0.3310 0.4366
O -0.8693 -1.4787 -0.2044
H 3.4151 -0.5366 0.6564
H 2.0133 -0.8095 -0.4140
H 2.1838 -1.7633 1.0822
H 1.7797 -0.0302 1.1765
H -0.2401 2.4879 -0.9446
H -2.7711 1.3349 -0.4303
H -1.8872 -0.6209 1.3159
H -0.5347 -1.2025 -1.0720
*
```


# C5H8O2

A single C5H8O2 molecule (wB97M-V/def2-TZVPD, the Open Molecules 2025 dataset).

The energy relative to the best compared isomer or geometry (same formula, charge and spin) is 26.9 kcal per mole.

The geometry in ORCA input format:
```
! wB97M-V def2-TZVPD RIJCOSX def2/J DEFGRID3
* xyz 0 1
O 1.1990 1.4938 0.8071
C 0.4808 0.2560 0.9586
C 1.1651 -0.8168 0.1565
C 0.4382 -1.2192 -0.8886
C -1.0010 -0.7789 -0.7611
C -0.9668 0.3172 0.3444
O -1.2228 1.5906 -0.1854
H 1.6154 1.5529 -0.0797
H 0.4542 0.1806 2.0494
H 2.2160 -1.0376 0.3011
H 0.8879 -1.7635 -1.7192
H -1.5741 -1.6545 -0.4397
H -1.5171 -0.3876 -1.6445
H -1.7362 0.1324 1.1056
H -0.4385 2.1345 -0.0045
*
```


no.,M (g/mol)
1,84.118
2,84.118
3,84.118
4,84.118
5,84.118
6,84.118
7,84.118
8,84.118
9,84.118
10,84.118
11,100.117
12,100.117
13,100.117
14,100.117
15,100.117
16,100.117
17,100.117
18,100.117